(1)
Below is a 2-piece molecular cluster, C4H10O2 overall in a non-equilibrium geometry, with properties calculated with ωB97M-V/def2-TZVPD.

XYZ file:
```
16
C4H10O2, DFT ωB97M-V/def2-TZVPD
C 0.1931 1.5151 -0.2121
C 1.3188 0.7443 0.5212
C 0.8773 -0.6192 1.1541
C -0.5687 -0.6606 1.4913
O -0.9505 -0.7306 2.6355
H 0.7487 2.3096 -0.6995
H -0.2566 0.8550 -0.9513
H -0.5851 1.8608 0.4613
H 2.1335 0.5559 -0.1734
H 1.6729 1.3322 1.3670
H 1.1087 -1.4778 0.5104
H 1.4631 -0.7884 2.0506
H -1.2979 -0.7233 0.6623
O -1.6216 -1.5577 -3.0223
H -2.1271 -1.6770 -2.2307
H -2.1087 -0.9383 -3.5644
```

The spin multiplicity is 1. The value obtained for the LUMO energy is 0.6 eV. Its SMILES is CCCC=O.O. As for the gap between HOMO and LUMO: 10.3996 eV. The value obtained for the calculated total energy is -8404.471 eV. The calculation puts the strongest force on any atom at 0.02945 hartree/bohr. The value obtained for the energy above the lowest of the compared OMol25 structures with the same formula, charge and spin is 103.8 kJ/mol.


(2)
Below is one molecule with the formula C4H8N4 in a non-equilibrium geometry, with properties calculated with ωB97M-V/def2-TZVPD.

XYZ file:
```
16
C4H8N4, DFT ωB97M-V/def2-TZVPD
C -1.6479 -1.1521 -0.0454
C -1.9846 0.0717 -0.1944
N -1.0942 1.1653 -0.2698
N 0.2195 1.2476 0.4791
C 1.4128 0.7336 -0.2367
C 1.6511 -0.7486 -0.0128
N 0.4319 -1.2690 -0.5265
N -0.3172 -1.3382 0.4680
H -2.4657 -1.7889 0.2370
H -2.9358 0.4356 -0.3557
H -1.4592 1.9972 -0.0173
H 0.0462 0.6748 1.3870
H 1.1958 0.8801 -1.3577
H 2.3766 1.2486 0.0151
H 1.9401 -1.1001 1.0206
H 2.6304 -1.0577 -0.5905
```

The spin multiplicity is 1. The value obtained for the LUMO energy is 0.8 eV. Its SMILES is C1=C\NNCC/N=N/1. As for the gap between HOMO and LUMO: 9.3007 eV. The value obtained for the calculated total energy is -10233.280 eV. The calculation puts the strongest force on any atom at 0.08925 hartree/bohr. The value obtained for the energy above the lowest of the compared OMol25 structures with the same formula, charge and spin is 478.8 kJ/mol.


(3)
Below is C5H6CsFO3 as an isolated structure in a non-equilibrium geometry, with properties calculated with ωB97M-V/def2-TZVPD.

XYZ file:
```
16
C5H6CsFO3, DFT ωB97M-V/def2-TZVPD
O 1.4736 -0.3618 -0.5881
Cs 4.8741 -3.8196 2.0462
O 3.1492 -0.4459 0.8898
C 2.3346 0.1944 0.2724
O 2.0574 1.4615 0.4841
C 0.7967 1.7951 -0.1197
H 0.0650 1.9809 0.6736
H 0.9224 2.6874 -0.7406
C 0.4710 0.5540 -0.9383
F 0.6059 0.7915 -2.2689
H -0.6560 0.0106 -0.7483
C -2.6610 -0.9652 -0.4780
C -3.4918 -0.7442 0.5174
H -2.5272 -1.8138 -1.1504
H -3.8335 -1.5663 1.1607
H -3.5804 0.2414 0.9882
```

The spin multiplicity is 2. The expectation value of S² is 0.76. The value obtained for the LUMO energy (alpha / beta) is -3.7 / -3.7 eV. The net charge is +1. As for the gap between HOMO and LUMO (alpha / beta): 7.6641 / 8.9143 eV. The value obtained for the calculated total energy is -14681.463 eV. The calculation puts the strongest force on any atom at 0.06958 hartree/bohr. The value obtained for the energy above the lowest of the compared OMol25 structures with the same formula, charge and spin is 17.6 kJ/mol.


(4)
Below is C34H32ClN4O5PV as an isolated structure, with properties calculated with ωB97M-V/def2-TZVPD.

XYZ file:
```
78
C34H32ClN4O5PV, DFT ωB97M-V/def2-TZVPD
V -0.0455 0.9767 0.6740
C -0.6388 -0.6991 -3.1234
C -1.0613 -0.0533 -1.8420
O -0.1031 0.5093 -1.1703
C -2.3802 0.0136 -1.4659
C -2.8537 0.8494 -0.4293
C -4.3258 1.0902 -0.2947
N -2.0146 1.4583 0.3760
N -2.5557 2.3953 1.2353
C -1.5874 2.9295 1.8973
O -0.3426 2.5565 1.6807
C -1.8291 3.9732 2.9129
C -0.7738 4.4374 3.6913
C -0.9960 5.4129 4.6519
C -2.2698 5.9287 4.8369
C -3.3255 5.4650 4.0611
C -3.1090 4.4899 3.1034
H -0.2238 0.0685 -3.7804
H -1.4731 -1.1897 -3.6183
H 0.1467 -1.4261 -2.9248
H -3.1143 -0.4749 -2.0888
H -4.8806 0.4817 -1.0041
H -4.5468 2.1440 -0.4626
H -4.6452 0.8606 0.7215
H 0.2144 4.0231 3.5458
H -0.1728 5.7670 5.2586
H -2.4422 6.6897 5.5870
H -4.3206 5.8650 4.2063
H -3.9215 4.1168 2.4952
N 1.6405 2.0524 -0.0842
C 2.5721 2.3555 1.0112
C 2.5485 1.1932 1.9904
O 3.4419 1.0192 2.8029
N 1.4498 0.4255 1.8262
C 1.2398 -0.6756 2.7346
C -0.0218 -1.3691 2.2699
O -0.4202 -2.4172 2.7019
O -0.6631 -0.6624 1.3339
H 2.0801 1.4475 -0.7763
H 1.3283 2.8918 -0.5602
H 2.2216 3.2462 1.5323
H 3.5906 2.5252 0.6667
H 1.0902 -0.3220 3.7603
H 2.0729 -1.3793 2.7549
Cl -0.7318 -3.2045 -0.8387
C 0.5490 -4.1617 -1.5167
C 0.2067 -5.1681 -2.4112
C 1.2005 -5.9491 -2.9735
C 2.5310 -5.7257 -2.6415
C 2.8551 -4.7198 -1.7482
C 1.8745 -3.9126 -1.1692
P 2.2731 -2.5777 0.0372
C 3.6253 -3.3627 0.9902
C 4.9751 -3.3577 0.6426
C 5.9084 -3.9972 1.4446
C 5.5032 -4.6518 2.6000
C 4.1631 -4.6587 2.9574
C 3.2307 -4.0091 2.1618
C 3.1805 -1.3943 -1.0291
C 2.9910 -1.3062 -2.4043
C 3.5847 -0.2875 -3.1411
C 4.3980 0.6447 -2.5159
C 4.6129 0.5541 -1.1436
C 3.9968 -0.4439 -0.4048
H -0.8347 -5.3319 -2.6520
H 0.9339 -6.7357 -3.6673
H 3.3119 -6.3379 -3.0730
H 3.8916 -4.5566 -1.4816
H 5.3015 -2.8447 -0.2541
H 6.9551 -3.9834 1.1681
H 6.2343 -5.1471 3.2260
H 3.8434 -5.1579 3.8628
H 2.1844 -3.9969 2.4516
H 2.3800 -2.0422 -2.9129
H 3.4203 -0.2351 -4.2100
H 4.8764 1.4260 -3.0924
H 5.2689 1.2601 -0.6489
H 4.1654 -0.4952 0.6658
```

The spin multiplicity is 2. The expectation value of S² is 0.77. The value obtained for the LUMO energy (alpha / beta) is -0.7 / -0.2 eV. As for the gap between HOMO and LUMO (alpha / beta): 7.4938 / 8.0020 eV. The value obtained for the calculated total energy is -99478.721 eV. The calculation puts the strongest force on any atom at 0.00362 hartree/bohr. The value obtained for the energy above the lowest of the compared OMol25 structures with the same formula, charge and spin is 0.0 kJ/mol.


Among the records above, which one has the lowest strongest force on any atom?
C34H32ClN4O5PV


Which value of calculated total energy does entry 3 give?
-14681.463 eV


Which of these has the highest calculated total energy?
C4H10O2